1.
The following is a quantum chemistry calculation of 5 unconnected molecules or ions with the total composition C10H30O5 in a non-equilibrium geometry, from the OMol25 dataset.

The geometry in XYZ format:
```
45
Properties=species:S:1:pos:R:3:forces:R:3
C -2.64394 -0.86877 1.37553 -0.6 -0.1 0.3
C -1.43772 -1.11293 2.24963 -0.2 -0.9 -0.1
O -1.71464 -2.18745 3.11896 -0.3 -0.4 1.2
H -3.47166 -0.33444 1.84187 0.3 0.6 0.2
H -3.13392 -1.83226 1.23522 0.4 -0.3 -0.6
H -2.33227 -0.39378 0.44529 -0.7 -0.3 0.2
H -1.09620 -0.25186 2.82411 -0.2 -0.1 -0.1
H -0.62450 -1.39425 1.58058 -0.5 -0.8 0.8
H -1.38230 -1.88192 3.96619 -0.1 -0.5 0.2
C 0.74331 1.31036 -0.95304 -1.1 0.3 0.4
C -0.52387 0.65753 -0.21657 2.9 1.3 -0.9
O -0.03195 0.13537 0.99810 0.4 1.8 -1.8
H 1.59402 0.63326 -1.02986 -0.7 0.4 -0.8
H 1.22171 2.11796 -0.39894 -0.6 0.3 0.8
H 0.40292 1.82889 -1.84936 0.8 -0.9 -0.3
H -0.97721 -0.13919 -0.80634 0.3 0.0 -0.1
H -1.28599 1.42325 -0.07188 -0.1 0.1 0.2
H 0.70873 0.67434 1.28536 -0.1 0.1 0.2
C 0.96251 -2.68628 -1.66020 0.8 0.8 -0.2
C 2.08472 -1.61233 -1.38357 -0.8 -0.8 0.1
O 2.74251 -1.08926 -2.53104 -0.4 -0.1 0.0
H 0.48636 -2.99603 -0.72991 0.0 0.1 0.0
H 1.27505 -3.58732 -2.18799 0.5 -0.1 0.2
H 0.21009 -2.26540 -2.32715 -0.1 0.3 0.2
H 2.83842 -1.90783 -0.65370 0.0 -0.7 -0.3
H 1.59370 -0.77523 -0.88731 0.1 -0.8 -0.4
H 2.91938 -1.82243 -3.12499 0.1 0.0 -0.1
C -1.37889 3.29048 -2.33464 0.0 0.5 0.7
C -2.89365 3.09118 -2.48495 0.6 0.0 0.3
O -3.06383 1.80133 -3.04736 -0.3 -0.5 -0.3
H -0.80890 3.18983 -3.25826 -0.4 -0.5 -0.2
H -1.02405 2.58987 -1.57878 -0.4 0.1 -0.6
H -0.98661 4.22542 -1.93451 -0.8 0.6 0.0
H -3.42589 3.82970 -3.08445 0.3 0.2 -0.2
H -3.40021 3.04096 -1.52111 0.3 0.6 0.3
H -3.68151 1.34802 -2.46892 0.0 -0.3 -0.3
C 2.53067 -1.17507 1.61133 0.0 -0.1 0.3
C 2.38217 -0.62855 3.04519 -0.4 -0.7 -0.8
O 1.37080 0.45745 3.18613 2.2 -1.3 0.0
H 3.07453 -2.11910 1.64498 0.0 -0.2 0.3
H 3.15152 -0.56681 0.95356 -0.1 0.5 0.1
H 1.59049 -1.37571 1.09760 0.1 0.1 0.4
H 3.39704 -0.39926 3.37011 -0.2 0.9 0.3
H 2.13673 -1.48037 3.67943 -0.8 0.3 0.1
H 1.90218 1.23856 3.01554 -0.1 0.5 0.2
```
Forces are in eV/Å.

## Properties
2S+1: 1
LUMO level (eV): 0.519
HOMO level (eV): -9.1
Structure (SMILES): CCO.CCO.CCO.CCO.CCO


2.
The following is a quantum chemistry calculation of a molecular structure, C25H27Br2ClN14O3W in a non-equilibrium geometry, from the OMol25 dataset.

The geometry in XYZ format:
```
73
Properties=species:S:1:pos:R:3:forces:R:3
W -0.86785 0.49727 -0.77567 -0.2 -0.6 -0.9
N -1.66739 2.84033 1.36030 0.1 0.0 0.1
C -0.99619 3.34466 0.25075 0.2 -0.2 -0.1
N -0.82000 4.62100 -0.02271 0.0 0.1 -0.1
N -0.14201 4.61894 -1.19292 0.0 -0.2 0.1
N 0.08693 3.40928 -1.59152 -0.2 0.1 0.2
N -0.45559 2.55276 -0.68284 0.3 0.5 0.0
C -1.15905 1.70998 1.97672 0.0 0.0 -0.4
N -1.01348 1.60042 3.29286 -0.2 0.4 0.2
N -0.36709 0.51524 3.54808 0.0 -0.3 -0.3
N -0.13474 -0.10114 2.35013 0.0 0.0 0.1
N -0.66351 0.63805 1.30386 0.2 0.2 1.0
H -1.98512 3.54302 2.00684 0.0 0.0 0.0
C 0.75751 0.39447 -3.23097 -0.3 0.0 0.1
C -0.57031 0.96296 -3.67192 0.2 0.0 0.0
C -0.88974 1.53490 -4.88806 -0.1 -0.1 0.1
C -2.10657 2.17097 -5.10058 0.0 0.0 0.0
C -3.01530 2.26287 -4.02098 0.0 -0.1 -0.1
C -4.26839 2.92239 -3.99484 0.0 0.0 0.0
Br -4.90472 3.80202 -5.57131 0.0 0.0 0.0
C -5.05786 2.96297 -2.86704 0.1 -0.1 0.1
C -4.64223 2.34152 -1.69222 -0.1 0.0 0.0
Br -5.74443 2.41716 -0.14456 0.0 0.0 0.0
C -3.41775 1.66603 -1.62383 -0.2 -0.1 0.0
O -2.93895 1.05039 -0.58554 0.6 -0.2 0.0
C -2.64539 1.63567 -2.81170 -0.1 0.0 0.0
N -1.46062 0.96715 -2.64047 -0.3 0.4 -0.2
H 1.19647 -0.24679 -4.00216 0.1 -0.1 0.0
H 0.50300 -1.29828 -2.07532 0.3 -0.2 0.1
H 1.43758 1.23536 -3.07156 0.1 0.0 0.0
H -0.15579 1.49368 -5.68581 0.0 0.0 0.0
H -2.34004 2.62134 -6.05453 0.0 0.0 0.0
H -6.00184 3.48883 -2.88372 0.0 0.0 0.0
C 2.25679 1.22211 1.33073 0.2 0.0 0.1
N 2.33374 0.15422 2.32883 -0.3 0.2 0.3
C 2.67280 0.70240 3.64557 -0.1 -0.1 -0.3
C 1.22415 -0.77252 2.25948 0.2 -0.3 -0.2
N 1.22093 -1.38714 0.94884 0.0 -0.3 0.2
N 1.27892 -1.68434 3.40508 0.1 0.3 -0.1
C 0.07668 -2.46404 3.70075 0.1 0.0 -0.1
C 2.45049 -2.54430 3.38097 0.0 0.1 -0.1
H 3.25351 1.65583 1.20683 0.0 0.0 0.0
H 1.57576 2.02729 1.62871 0.0 0.0 0.0
H 1.93332 0.83164 0.36940 0.0 0.0 -0.1
H 1.86056 1.29319 4.07829 0.0 0.0 0.0
H 3.54404 1.34851 3.50435 0.0 0.0 0.0
H 2.93202 -0.08490 4.34826 0.0 -0.1 0.0
H 0.39047 -1.96801 0.84217 0.0 -0.1 0.0
H -0.73016 -1.81696 4.02936 0.0 0.0 0.0
H 0.33058 -3.13356 4.52629 0.0 0.0 0.0
H -0.27124 -3.07219 2.85672 0.0 0.0 0.1
H 3.31716 -1.99756 3.01362 0.0 0.0 0.0
H 2.31703 -3.42821 2.74332 0.0 0.0 0.0
H 2.65548 -2.88448 4.40086 0.0 0.0 0.0
Cl -3.98393 -3.53796 1.77540 0.0 0.1 0.0
C -3.28861 -2.15588 0.86170 0.0 -0.1 -0.1
C -1.87989 -2.39797 0.31803 -0.2 0.3 0.2
O -1.60437 -1.60998 -0.63836 0.4 -0.4 0.2
O -1.14084 -3.22844 0.85781 0.0 0.0 -0.4
H -3.24255 -1.30652 1.53833 0.0 0.1 0.0
H -3.95387 -1.91273 0.04444 -0.1 0.0 0.0
N 0.55908 -0.29522 -1.94492 -0.4 0.3 0.4
C 2.31599 -1.97696 0.29701 -0.1 0.1 0.1
C 2.07699 -3.18489 -0.37593 0.0 0.0 -0.1
C 3.06430 -3.79253 -1.13402 0.0 0.0 0.1
C 4.33163 -3.22842 -1.23395 0.0 0.0 0.0
C 4.57822 -2.03790 -0.56378 0.0 -0.1 0.0
C 3.59248 -1.40986 0.18550 0.0 0.0 0.1
H 1.08749 -3.62374 -0.30747 0.0 0.0 0.0
H 2.84265 -4.72167 -1.64838 0.0 0.0 0.0
H 5.10420 -3.69923 -1.83113 0.0 0.0 0.0
H 5.55473 -1.57122 -0.63933 0.0 0.0 0.0
H 3.81371 -0.48124 0.68384 0.0 -0.1 0.0
```
Forces are in eV/Å.

## Properties
2S+1: 1
LUMO level (spin up / spin down) (eV): 4.164 / 4.165
Total charge: -2
HOMO level (spin up / spin down) (eV): 0.2 / 0.2


3.
The following is a quantum chemistry calculation of 2 unconnected molecules or ions with the total composition CH4N2O in a non-equilibrium geometry, from the OMol25 dataset.

The geometry in XYZ format:
```
8
Properties=species:S:1:pos:R:3:forces:R:3
N 2.04521 -1.15179 -0.00466 -1.1 -2.9 -0.3
N 2.51593 -0.16352 -0.00990 0.2 1.4 0.5
O 2.95705 0.91119 0.07407 0.9 1.5 -0.2
C -1.49722 0.04536 -0.01602 -1.6 -2.1 2.7
H -1.22441 1.00613 -0.16643 1.4 3.4 0.1
H -0.90061 -0.45476 0.83802 -1.1 0.9 -1.5
H -2.60458 0.17538 0.25380 1.5 -0.9 -0.5
H -1.29137 -0.36799 -0.96889 -0.3 -1.2 -0.7
```
Forces are in eV/Å.

## Properties
2S+1: 1
LUMO level (eV): 1.057
HOMO level (eV): -12.1
Structure (SMILES): N#[N+][O-].C


4.
The following is a quantum chemistry calculation of a gas-phase ion, C9H16BrN4 (charge +1) in a non-equilibrium geometry, from the OMol25 dataset.

The geometry in XYZ format:
```
30
Properties=species:S:1:pos:R:3:forces:R:3
C -3.38572 -1.68973 1.61718 -0.7 1.5 -1.3
C -1.98189 -1.50340 1.03916 0.9 -0.9 0.2
C -1.59913 -1.50106 -0.25723 -2.6 -0.2 0.0
C -0.21146 -1.34848 -0.78918 -0.3 -0.7 1.3
C -0.10386 -0.12123 -1.62674 -0.9 0.0 -1.4
N 0.69800 0.64860 -1.02349 1.8 3.6 -0.9
N 1.10032 2.23419 -1.31797 -4.1 -3.3 3.4
C 1.78561 2.29211 -2.47203 0.9 -2.3 -4.9
C 1.74271 2.77586 -0.12761 1.3 2.7 -1.9
N 1.24851 0.17536 0.11282 0.2 -0.8 1.7
Br 3.39930 -0.14877 -0.50589 -0.1 -0.1 -0.1
N 0.63226 -0.95281 0.35327 0.3 -0.1 -1.7
C 0.55500 -1.52511 1.69326 -2.0 1.4 -0.7
C -0.91951 -1.24433 2.12677 -0.3 2.0 0.3
H -3.35888 -2.33612 2.48569 0.0 -0.1 0.1
H -4.15723 -2.05675 0.88666 1.0 0.2 0.6
H -3.77184 -0.66001 1.93468 0.6 -1.3 -0.2
H -2.32606 -1.62864 -1.09135 0.3 0.0 0.9
H -0.00768 -2.32951 -1.26108 0.7 0.6 -0.2
H -0.64765 0.17007 -2.58670 0.9 -0.5 1.6
H 1.29201 1.84872 -3.43835 0.3 0.8 2.0
H 1.87414 3.29569 -2.66440 0.2 2.7 -0.7
H 2.77352 1.89177 -2.46483 1.0 -0.5 0.3
H 1.55660 3.94816 -0.40815 0.4 -2.6 1.4
H 1.27237 2.43595 0.80159 0.2 0.5 -0.4
H 2.87068 2.60627 -0.21072 -1.5 0.1 0.7
H 1.32179 -0.96877 2.25759 -0.3 -1.0 0.2
H 0.56477 -2.58926 1.57096 1.1 -0.6 0.3
H -1.08452 -0.13650 2.20203 0.6 -0.5 0.4
H -1.13216 -1.58224 3.16405 -0.1 -0.4 -0.9
```
Forces are in eV/Å.

## Properties
2S+1: 1
LUMO level (spin up / spin down) (eV): -5.165 / -5.128
Total charge: +1
HOMO level (spin up / spin down) (eV): -12.3 / -12.5
Structure (SMILES): CC1=C[C@H]2C=[N+](N(C)C)N(Br)N2CC1


Quick rundown of electronic energy, same order as above: -21089.614 -207800.831 -6127.223 -85582.367 eV
Quick rundown of energy relative to the best compared isomer or geometry (same formula, charge and spin), same order as above: 82.5 63.0 75.7 57.4 kcal/mol